Molecular formula: C29H35KN6O2S3Se
Method: DFT, ωB97M-V/def2-TZVPD

Geometry (Å):
K (0.05056, 1.22446, 0.49548)
C (2.81256, 0.54114, -1.91948)
C (3.78731, -0.27862, -1.06387)
C (5.11702, 0.45520, -0.92263)
C (3.13807, -0.64617, 0.26012)
C (2.10148, -1.57995, 0.26348)
C (1.42866, -1.89843, 1.43124)
C (1.76440, -1.29634, 2.64326)
C (1.00695, -1.61316, 3.90383)
C (2.80359, -0.37935, 2.64248)
C (3.48467, -0.06214, 1.47261)
H (3.24579, 0.76900, -2.89588)
H (2.59322, 1.49648, -1.42821)
H (1.87381, 0.01087, -2.08650)
H (3.98283, -1.21955, -1.59126)
H (4.97917, 1.44037, -0.47238)
H (5.56538, 0.60760, -1.90636)
H (5.82579, -0.10027, -0.30611)
H (1.78520, -2.04468, -0.66255)
H (0.61051, -2.60901, 1.38571)
H (1.25850, -2.60818, 4.27876)
H (-0.07095, -1.59552, 3.73654)
H (1.23755, -0.89001, 4.68597)
H (3.05886, 0.13405, 3.55960)
H (4.27139, 0.67844, 1.51653)
N (-1.56913, 1.21321, -1.97660)
N (-2.30081, 2.42295, -2.02227)
C (-2.23028, 3.30048, -0.89036)
O (-3.16401, 4.10979, -0.79713)
O (-1.22542, 3.16608, -0.14526)
H (-1.23034, 0.98223, -2.90279)
H (-2.14945, 0.42978, -1.68612)
H (-3.25576, 2.33931, -2.34782)
C (-3.37467, 2.89339, 4.34766)
N (-1.89577, 2.77752, 4.28080)
C (-1.44389, 1.42111, 4.69207)
C (-1.30239, 3.21347, 2.95396)
C (0.14780, 3.55734, 3.15588)
C (0.41056, 4.84411, 3.64235)
C (1.70741, 5.22454, 3.94623)
C (2.72595, 4.30164, 3.74426)
C (2.43200, 3.03739, 3.24274)
C (1.13916, 2.58250, 2.91951)
H (-3.67346, 2.72081, 5.37989)
H (-3.81272, 2.15517, 3.68399)
H (-3.65017, 3.89962, 4.03797)
H (-1.50084, 3.44525, 4.94571)
H (-1.96433, 0.69610, 4.07239)
H (-1.73839, 1.25929, 5.72680)
H (-0.36748, 1.36800, 4.53775)
H (-1.89477, 4.07045, 2.63365)
H (-1.46545, 2.42658, 2.22457)
H (-0.39878, 5.56393, 3.75763)
H (1.92129, 6.22155, 4.31297)
H (3.75391, 4.57587, 3.96675)
H (3.28147, 2.37161, 3.08994)
S (-1.10867, -7.29398, -4.43942)
C (-1.09868, -5.64477, -4.12317)
S (-0.74868, -4.98280, -2.56303)
C (-0.83834, -3.34236, -3.18471)
N (-1.11337, -3.31359, -4.45564)
N (-1.27263, -4.60433, -4.95825)
C (-1.51335, -4.67090, -6.35691)
C (-0.89484, -3.73350, -7.17581)
C (-1.12492, -3.76059, -8.54181)
C (-1.97090, -4.71180, -9.09457)
C (-2.59621, -5.63177, -8.26580)
C (-2.37614, -5.61537, -6.89654)
S (-0.54057, -2.01566, -2.15490)
H (-0.25675, -2.98653, -6.72697)
H (-0.64001, -3.02911, -9.17582)
H (-2.14816, -4.72984, -10.16244)
H (-3.26938, -6.37035, -8.68250)
H (-2.85950, -6.32887, -6.24798)
Se (-4.78890, 1.63368, 7.67952)
C (-4.38053, 0.38220, 6.40305)
N (-4.08301, -0.37708, 5.57618)

Cartesian forces, eV/Å:
K 0.5316 -0.4059 -0.0571
C 0.0289 0.0797 0.0761
C -0.0240 -0.0455 -0.0072
C -0.0236 0.0208 0.0087
C 0.0542 0.0294 -0.0024
C -0.0178 -0.0115 -0.0135
C -0.0488 0.0247 -0.0011
C -0.0248 -0.0231 -0.0157
C 0.0137 -0.0020 0.0245
C 0.0231 -0.0061 -0.0593
C -0.0325 -0.0004 -0.0244
H 0.0118 -0.0147 -0.0146
H 0.0076 -0.0559 -0.0186
H -0.0071 -0.0313 0.0088
H -0.0421 0.0209 -0.0022
H -0.0135 0.0234 0.0103
H -0.0024 -0.0074 -0.0027
H -0.0022 -0.0237 0.0115
H -0.0042 -0.0168 -0.0442
H -0.0109 -0.0161 0.0013
H 0.0018 -0.0065 -0.0022
H -0.0076 -0.0009 -0.0129
H -0.0004 0.0108 -0.0018
H 0.0067 0.0159 0.0426
H 0.0422 0.0397 -0.0022
N -0.0695 -0.0528 0.0614
N -0.0633 -0.0352 -0.0579
C 0.0800 -0.0210 -0.0038
O -0.1394 0.0517 -0.0285
O -0.1970 0.2694 0.1054
H 0.0363 0.0040 0.0667
H -0.0071 0.0050 -0.0725
H 0.0981 0.0138 0.0223
C 0.1580 0.1970 0.0495
N 0.0676 0.0976 -0.0308
C 0.0219 0.0251 0.0456
C -0.1007 0.2287 -0.0794
C 0.1185 0.0075 0.0221
C -0.0440 0.0156 -0.0094
C -0.0059 -0.0021 -0.0031
C 0.0160 -0.0160 0.0009
C 0.0228 -0.0061 -0.0014
C -0.1485 0.0291 -0.0200
H -0.1993 -0.1113 -0.0351
H -0.0403 -0.0435 0.0141
H -0.0237 -0.0373 -0.0521
H -0.0199 -0.0973 0.0460
H 0.0044 -0.0340 -0.0170
H 0.0166 -0.0250 -0.0127
H -0.0178 -0.0351 -0.0088
H 0.0281 0.0044 -0.0545
H -0.0920 -0.0460 0.1684
H -0.0026 0.0014 0.0016
H -0.0048 0.0075 0.0037
H -0.0053 0.0031 0.0016
H 0.0222 -0.0250 -0.0110
S -0.0433 0.1124 -0.0145
C 0.1313 -0.1760 0.0551
S -0.0650 -0.1212 -0.0006
C 0.1482 0.3386 0.1367
N -0.0521 -0.0949 -0.0181
N -0.0412 0.0712 -0.0340
C -0.0178 -0.0112 0.0255
C 0.0064 -0.0028 -0.0533
C 0.0154 0.0147 0.0125
C -0.0109 -0.0102 0.0098
C -0.0007 -0.0064 0.0095
C 0.0021 0.0054 -0.0166
S -0.0856 -0.1109 -0.1157
H -0.0035 -0.0049 0.0036
H 0.0023 0.0046 -0.0070
H -0.0032 -0.0010 -0.0119
H -0.0042 -0.0037 -0.0108
H 0.0020 -0.0009 -0.0049
Se 0.0899 -0.1411 -0.1499
C -0.0319 0.1706 0.2167
N -0.0074 -0.0033 -0.0448

Output
Energy relative to the best compared isomer or geometry (same formula, charge and spin) ... 42.2 kJ/mol
Orbital gap ... 0.2459 hartree
Charge ... -2
HOMO level ... -2.97 eV
Energy ... -157855.85055 eV

---

Molecular formula: C3H9ClN2O
Method: DFT, ωB97M-V/def2-TZVPD

Geometry (Å):
C (1.57563, 0.31831, -0.53716)
C (-1.00500, -2.26850, 0.26211)
C (-1.89769, -0.15630, 0.52170)
N (0.74030, 0.98056, 0.42871)
N (0.62144, 2.38227, 0.06820)
O (-1.81733, -1.24139, -0.19897)
Cl (-3.00576, 1.04108, -0.11630)
H (1.28361, 0.22541, -1.52605)
H (2.50652, 0.79863, -0.71390)
H (1.83294, -0.64349, -0.24804)
H (-1.55432, -3.24879, 0.16078)
H (-0.84754, -2.06467, 1.29117)
H (-0.23810, -2.37209, -0.41286)
H (0.57320, 2.98420, 0.95564)
H (-0.19271, 0.62119, 0.46995)
H (1.42480, 2.64359, -0.40499)

Cartesian forces, eV/Å:
C 0.1246 0.7548 0.7180
C -2.1936 -2.1262 0.9382
C 0.1755 -0.9348 0.3841
N 1.4647 1.1461 0.1514
N -2.4228 0.5674 2.4785
O -2.3797 2.5352 -1.2090
Cl 0.2149 -0.7963 -0.4030
H -1.7918 -0.0275 -2.2578
H 1.0941 0.9080 0.6969
H 0.3249 -1.9531 1.0032
H 0.1172 1.1069 0.2508
H 1.0881 -0.1223 0.8631
H 2.4390 0.0925 -0.9757
H 0.2649 -1.4465 -1.6379
H -0.3925 -0.2935 -0.0041
H 1.8725 0.5891 -0.9967

Output
Energy relative to the best compared isomer or geometry (same formula, charge and spin) ... 23.2 kJ/mol
Orbital gap ... 0.3006 hartree
HOMO level ... -7.83 eV
Energy ... -20802.36128 eV